1.
Computed, not measured: C30H36CrN7O2S2 as an isolated structure in a non-equilibrium geometry, with wB97M-V/def2-TZVPD.

Output
- ⟨S²⟩: 3.79
- Charge: +2
- Multiplicity: 4
- ΔE to the lowest compared entry with this formula, charge and spin: 5.6 kcal/mol
- Highest occupied orbital energy (spin up / spin down): -0.456 / -0.459 hartree

Each line ends with the Löwdin spin population.
Cartesian coordinates (Å):
Cr  0.11740  -0.28360  0.29000  2.891
C  5.80380  -4.44170  -0.14430  0.000
C  4.74660  -3.41090  -0.36370  0.002
C  5.05930  -2.18500  -0.91190  0.007
C  4.10700  -1.14830  -1.00360  0.002
C  4.41360  0.02120  -1.71240  0.004
N  3.57240  1.00970  -1.91490  0.004
C  3.81540  2.11220  -2.80810  0.000
C  4.10020  3.41550  -2.05830  0.000
C  2.83550  4.12770  -1.56870  0.000
N  2.21900  3.46480  -0.44810  0.003
C  2.32860  3.88980  0.78100  0.003
C  1.70900  3.32330  1.90450  0.002
C  1.89290  3.97200  3.14270  0.007
C  1.31160  3.52950  4.30880  0.002
C  1.45110  4.28440  5.58580  0.000
C  0.58800  2.33680  4.26160  0.004
C  0.42560  1.60730  3.08600  0.003
C  -0.16110  0.31000  3.18240  0.026
N  -0.17240  -0.60480  2.27430  -0.015
C  -0.68700  -1.89890  2.68800  0.000
C  -1.80100  -2.39330  1.76510  0.000
C  -1.25100  -2.86450  0.40080  0.005
N  0.02720  -2.24720  0.12420  -0.014
C  1.04960  -3.03830  0.12520  0.024
C  2.41840  -2.69240  -0.10830  0.003
C  3.40760  -3.67290  -0.05190  0.003
C  2.79960  -1.34960  -0.42130  0.006
O  2.03130  -0.35810  -0.20610  0.019
C  0.90380  2.12630  1.83220  0.006
O  0.61490  1.57740  0.72310  0.027
H  6.76250  -3.96370  0.04390  0.000
H  5.91050  -5.08300  -1.01810  0.000
H  5.55130  -5.07230  0.70390  0.000
H  6.05790  -2.00730  -1.28480  0.000
H  5.38360  0.08790  -2.19580  0.000
H  2.67960  0.95320  -1.41990  0.000
H  2.94350  2.24590  -3.45520  0.000
H  4.67270  1.86010  -3.43390  0.000
H  4.62580  4.09180  -2.73100  0.000
H  4.75720  3.21280  -1.21050  0.000
H  2.09910  4.19540  -2.37260  0.000
H  3.10590  5.14150  -1.26430  0.000
H  1.55710  2.70200  -0.60570  0.000
H  2.97240  4.74880  0.94770  0.000
H  2.49400  4.86910  3.15680  0.000
H  2.02740  5.19170  5.43690  0.000
H  1.94080  3.67720  6.34320  0.000
H  0.46810  4.55130  5.96620  0.000
H  0.15880  1.96050  5.18000  0.000
H  -0.57060  0.07540  4.16550  0.000
H  -1.07620  -1.84190  3.71070  -0.001
H  0.15130  -2.60720  2.68410  0.000
H  -2.53160  -1.59110  1.63990  0.000
H  -2.30630  -3.22810  2.25080  0.000
H  -1.95170  -2.59820  -0.39720  0.000
H  -1.15840  -3.95720  0.41270  0.000
H  0.88600  -4.10460  0.28620  0.000
H  3.13680  -4.67270  0.25500  0.000
S  -2.21110  0.30200  -0.13390  -0.030
C  -1.61820  0.08510  -1.73270  0.008
C  -2.38670  0.05280  -2.89800  -0.002
C  -1.75430  -0.18530  -4.10040  0.009
C  -0.37020  -0.36350  -4.11290  0.000
C  0.31580  -0.31430  -2.91610  0.004
N  -0.28580  -0.10010  -1.74550  -0.014
H  -3.45280  0.19310  -2.83490  -0.001
H  -2.32000  -0.24560  -5.01800  0.000
H  0.15580  -0.55400  -5.03600  0.000
H  1.38830  -0.45930  -2.88180  0.000
N  -2.94980  3.38640  -2.87490  0.000
C  -2.39990  3.43920  -1.65470  0.000
N  -3.18730  3.49910  -0.58040  0.000
S  -0.73960  3.41310  -1.49780  0.000
H  -3.93860  3.50930  -3.02130  0.000
H  -2.34120  3.42920  -3.67590  0.000
H  -4.19260  3.47370  -0.65370  0.000
H  -2.78300  3.49380  0.34110  0.000



2.
Computed, not measured: C30H36N12Pd as an isolated structure, with wB97M-V/def2-TZVPD.

Output
- ⟨S²⟩: 6.06
- Charge: +4
- Multiplicity: 5
- Highest occupied orbital energy (spin up / spin down): -0.635 / -0.635 hartree

Each line ends with the Löwdin spin population.
Cartesian coordinates (Å):
Pd  -0.20623  0.03758  -0.71785  1.446
C  -1.14978  4.50180  -0.57088  0.003
C  -0.77894  3.24524  -1.03647  0.005
N  -0.75979  2.19060  -0.22632  0.081
C  -1.11260  2.36250  1.06082  0.007
C  -1.48302  3.63161  1.50148  0.003
N  -1.49600  4.68276  0.69532  -0.002
C  -1.09343  1.16075  1.93913  0.012
C  -1.49663  1.16736  3.25973  0.004
C  -1.50876  -0.02633  3.99560  0.001
C  -1.12254  -1.19780  3.33121  0.003
C  -0.72696  -1.14251  2.00924  0.010
N  -0.69165  0.02380  1.34803  0.107
C  -0.37309  -2.33868  1.19867  0.007
C  -0.27326  -3.62345  1.73284  0.003
N  -0.01671  -4.68313  0.98253  -0.003
C  0.13367  -4.49822  -0.32210  0.003
C  0.05767  -3.22609  -0.87573  0.005
N  -0.18313  -2.15751  -0.11901  0.083
C  -1.93970  -0.04896  5.40163  0.000
C  -2.60626  -1.15301  5.92505  0.001
C  -3.00322  -1.11652  7.25600  0.000
N  -2.75677  -0.08329  8.05145  0.001
C  -2.11388  0.96762  7.55763  0.000
C  -1.69275  1.03808  6.23602  0.000
H  -1.16384  5.36526  -1.22467  0.001
H  -0.48947  3.08831  -2.06814  0.001
H  -1.77549  3.81315  2.52805  0.001
H  -1.84800  2.07518  3.72803  0.001
H  -1.14140  -2.13551  3.86711  0.001
H  -0.40070  -3.80618  2.79248  0.001
H  0.31904  -5.37110  -0.93633  0.001
H  0.17867  -3.07094  -1.94119  0.001
H  -2.86139  -2.01192  5.31732  0.000
H  -3.54058  -1.94870  7.69388  0.000
H  -1.92552  1.78672  8.24083  0.000
H  -1.15227  1.91236  5.89523  0.000
C  -0.16660  1.19412  -5.96974  0.044
N  -1.19410  0.51013  -5.19697  0.403
C  -2.46066  0.21851  -5.82951  0.053
C  -3.35553  -0.20465  -4.68829  0.043
N  -2.45727  -0.22106  -3.55790  0.314
C  -2.90016  -0.63028  -2.24364  0.046
C  -1.16361  0.14210  -3.84912  0.029
N  -0.19873  0.11245  -2.99372  -0.018
C  1.20509  0.29964  -3.39254  -0.006
C  2.11154  -0.50377  -2.47293  -0.002
N  2.00939  0.01363  -1.09922  0.045
C  3.02762  -0.08197  -0.30289  0.033
N  3.23424  0.76405  0.78309  0.437
C  2.37839  1.86673  1.13975  0.050
C  4.46857  0.50711  1.48105  0.059
C  5.14960  -0.53834  0.61924  0.037
N  4.11018  -0.91774  -0.32001  0.284
C  4.25962  -2.13357  -1.11117  0.030
H  -0.65722  1.76751  -6.75357  0.005
H  0.49566  0.46674  -6.44843  0.024
H  0.41135  1.85959  -5.33640  0.008
H  -2.32448  -0.56969  -6.58340  0.033
H  -2.81791  1.10383  -6.36327  0.021
H  -3.80333  -1.19462  -4.82209  0.020
H  -4.17506  0.50306  -4.51801  0.025
H  -3.94662  -0.92010  -2.29448  0.001
H  -2.80655  0.20632  -1.54293  0.020
H  -2.30572  -1.47953  -1.89804  0.015
H  1.48718  1.35391  -3.33220  -0.002
H  1.39291  -0.05345  -4.40574  0.000
H  3.13277  -0.40713  -2.84590  0.002
H  1.82188  -1.55488  -2.53694  -0.001
H  1.68900  2.06367  0.32660  0.001
H  3.00092  2.73984  1.34456  0.015
H  1.83334  1.61743  2.05614  0.025
H  4.25612  0.13620  2.49326  0.035
H  5.02704  1.44027  1.59508  0.020
H  5.48025  -1.41614  1.17650  0.012
H  6.02122  -0.13759  0.08834  0.023
H  4.92954  -2.80376  -0.57739  0.004
H  4.70276  -1.91768  -2.08498  0.016
H  3.29207  -2.61176  -1.23885  0.005



3.
Computed, not measured: a 2-piece molecular cluster, C30H36N3 overall in a non-equilibrium geometry, with wB97M-V/def2-TZVPD.

Output
- Charge: +1
- Multiplicity: 1
- ΔE to the lowest compared entry with this formula, charge and spin: 20.3 kcal/mol
- Highest occupied orbital energy: -0.388 hartree

Each line ends with the Löwdin charge.
Cartesian coordinates (Å):
C  -2.20425  -4.45946  0.65976  -0.024
C  -1.59161  -4.28928  -0.72386  -0.533
C  -1.25069  -5.65085  -1.33466  -0.051
C  -2.54926  -3.56039  -1.66983  -0.026
C  -0.30696  -3.48568  -0.52860  -0.107
N  0.91556  -4.02242  -0.76688  0.173
C  1.93774  -3.13800  -0.44743  -0.181
C  1.33709  -1.97129  0.06247  -0.141
C  2.12620  -0.85086  0.28324  -0.040
C  3.51492  -0.98845  0.15419  -0.060
C  4.10520  -2.18631  -0.29528  -0.065
C  3.30049  -3.27814  -0.64182  -0.004
C  -0.10256  -2.19212  0.00206  -0.121
C  -1.04808  -1.14266  0.16868  0.022
C  -0.91008  -0.20132  1.26606  -0.185
C  0.07665  -0.32883  2.27382  -0.012
C  0.34149  0.72071  3.14552  -0.011
C  -0.54866  1.79058  3.24618  -0.250
C  -0.37687  2.77950  4.35836  -0.038
C  -1.60693  1.86870  2.33753  -0.029
C  -1.81299  0.88023  1.37985  -0.021
H  -2.42305  -3.49191  1.12104  0.087
H  -3.13443  -5.02964  0.59056  0.099
H  -1.51101  -5.00110  1.31259  0.102
H  -0.84994  -5.54576  -2.35077  0.098
H  -0.55633  -6.22756  -0.71078  0.093
H  -2.17228  -6.23679  -1.41769  0.098
H  -2.01914  -3.16745  -2.55092  0.092
H  -3.30115  -4.27647  -2.02653  0.097
H  -3.07760  -2.74010  -1.17241  0.080
H  1.07273  -4.91837  -1.20991  0.158
H  1.65110  0.10715  0.51576  0.117
H  4.14005  -0.12356  0.36652  0.107
H  5.19697  -2.24280  -0.35183  0.112
H  3.72394  -4.22484  -0.95806  0.115
H  -2.05314  -1.28369  -0.20520  0.115
H  0.65320  -1.25041  2.39278  0.131
H  1.22156  0.71828  3.77937  0.127
H  -1.11081  3.59014  4.31716  0.083
H  -0.50356  2.29708  5.33834  0.096
H  0.63670  3.19948  4.33629  0.091
H  -2.31147  2.69572  2.39328  0.116
H  -2.66981  0.91362  0.70228  0.123
C  2.24985  4.21797  -0.76924  -0.079
N  0.90407  3.93943  -0.34929  -0.183
C  0.36811  4.89673  0.59217  -0.185
C  -1.14833  4.87783  0.42361  -0.141
C  -1.44319  3.80880  -0.62771  -0.122
C  -0.08916  3.46539  -1.30316  -0.253
C  0.05252  2.01529  -1.75779  -0.093
C  1.23970  1.51837  -2.32782  0.016
C  1.24186  0.16215  -2.69722  -0.028
C  0.12551  -0.65089  -2.43049  -0.079
N  -0.86333  -0.22965  -1.60698  0.045
C  -1.03255  1.11050  -1.57979  -0.036
H  2.47425  3.86302  -1.78772  0.070
H  2.44647  5.30539  -0.72471  0.087
H  2.95286  3.74563  -0.06155  0.092
H  0.67590  4.62464  1.61161  0.112
H  0.79504  5.89781  0.42011  0.113
H  -1.61877  4.66288  1.38530  0.090
H  -1.48646  5.87086  0.10368  0.115
H  -1.84069  2.91294  -0.13536  0.059
H  -2.17428  4.14533  -1.36804  0.124
H  -0.01619  4.09573  -2.21982  0.158
H  2.11986  2.13738  -2.51085  0.107
H  2.12300  -0.25379  -3.18647  0.119
H  0.05019  -1.66083  -2.85118  0.131
H  -2.05518  1.46642  -1.38252  0.129



4.
Computed, not measured: a 2-piece molecular cluster, C30H36N5OS overall in a non-equilibrium geometry, with wB97M-V/def2-TZVPD.

Output
- Charge: +1
- Multiplicity: 1
- ΔE to the lowest compared entry with this formula, charge and spin: 23.2 kcal/mol
- Highest occupied orbital energy: -0.407 hartree

Each line ends with the Löwdin charge.
Cartesian coordinates (Å):
C  1.82896  3.06372  3.96104  -0.153
C  2.23722  1.75565  3.32574  -0.226
N  1.50888  1.46815  2.10835  0.008
C  1.29734  2.46932  1.28493  -0.567
N  1.40690  3.77113  1.68030  -0.101
C  2.06485  4.12211  2.92763  -0.164
C  1.31655  4.93361  0.84954  -0.195
C  0.18377  4.85133  -0.14069  -0.221
C  0.51729  3.77928  -1.15368  -0.430
S  0.85608  2.16368  -0.37949  1.026
H  0.76553  3.02989  4.23873  0.133
H  2.43006  3.27201  4.85822  0.131
H  3.33607  1.79737  3.12272  0.135
H  2.08036  0.93841  4.02608  0.106
H  1.60857  5.06775  3.23031  0.125
H  3.15115  4.25130  2.76147  0.146
H  1.13975  5.76659  1.54090  0.128
H  2.25541  5.11702  0.31083  0.143
H  -0.77806  4.64620  0.34560  0.130
H  0.12377  5.81962  -0.64108  0.127
H  -0.30738  3.62905  -1.86709  0.087
H  1.43052  4.05640  -1.70109  0.087
C  -3.53147  -4.04342  -1.72593  -0.001
N  -2.47277  -3.06228  -1.80686  -0.039
C  -2.23150  -2.33012  -2.93447  -0.365
O  -2.81849  -2.43579  -4.00408  0.102
C  -1.08373  -1.36886  -2.59980  -0.155
C  -1.47790  0.10972  -2.71529  -0.091
C  -1.90765  0.49093  -4.11373  -0.244
C  -3.17355  1.05777  -4.32631  -0.036
C  -3.60522  1.30638  -5.63324  -0.070
C  -2.75351  1.05936  -6.71790  -0.070
C  -1.46586  0.52771  -6.49284  -0.059
C  -1.04842  0.25847  -5.18384  -0.048
N  -0.73287  -1.74816  -1.22491  0.046
C  0.26516  -1.08390  -0.57700  -0.026
C  0.65092  -1.28506  0.74214  -0.071
C  1.69757  -0.67681  1.46489  -0.021
C  2.10550  -1.24365  2.73732  -0.213
C  3.41623  -0.98381  3.21937  -0.033
C  3.83957  -1.48749  4.43869  -0.007
C  3.03359  -2.39588  5.13893  -0.212
C  3.51649  -2.93835  6.38251  -0.156
N  3.92186  -3.33399  7.40958  0.178
C  1.77446  -2.74064  4.63435  -0.005
C  1.27736  -2.13495  3.48239  0.015
C  -1.56768  -2.84025  -0.69032  -0.466
C  -2.37890  -2.45606  0.55003  0.004
C  -0.84383  -4.16020  -0.37709  0.011
H  -4.11499  -4.03256  -2.64899  0.104
H  -3.11525  -5.04459  -1.56009  0.097
H  -4.18433  -3.81110  -0.87672  0.094
H  -0.23272  -1.57574  -3.27762  0.165
H  -2.28947  0.29774  -1.99388  0.134
H  -0.61544  0.72270  -2.40078  0.082
H  -3.81442  1.25826  -3.46890  0.111
H  -4.61065  1.69195  -5.80157  0.107
H  -3.07634  1.27496  -7.73214  0.103
H  -0.79991  0.31984  -7.32257  0.103
H  -0.05570  -0.16351  -4.98917  0.114
H  0.83483  -0.40757  -1.22729  0.107
H  0.11577  -2.08540  1.28223  0.065
H  2.47473  -0.08636  0.91132  0.137
H  4.12062  -0.41317  2.59900  0.131
H  4.82307  -1.21468  4.83609  0.135
H  1.18164  -3.52390  5.12050  0.132
H  0.29252  -2.43160  3.11438  0.110
H  -3.07564  -1.64088  0.31330  0.107
H  -2.93939  -3.34406  0.87747  0.092
H  -1.71719  -2.14134  1.35794  0.066
H  -0.52744  -4.66811  -1.29858  0.106
H  0.01779  -3.99044  0.27342  0.082
H  -1.55106  -4.82073  0.14684  0.092



Among the records above, which one has the highest multiplicity? C30H36N12Pd



The highest multiplicity belongs to which entry? C30H36N12Pd